# 1
A molecular structure, C8H7Cl2O3P at a distorted geometry. Source: the Open Molecules 2025 dataset; level of theory: the ωB97M-V functional and the def2-TZVPD basis.

Values from the calculation:
Net charge: -2
Spin multiplicity: 1
Frontier orbital gap in eV: 6.653

CARTESIAN COORDINATES (ANGSTROEM)
C -1.66218 1.12975 -2.43847
C -2.39027 1.27243 -1.33572
C -0.45971 0.49429 -2.48903
C -1.96330 0.71462 -0.11383
C -0.10779 -0.29810 -1.36045
C -0.82598 -0.02401 -0.17204
C 1.07175 -1.26786 1.16965
C -0.15775 -0.73165 1.10480
O 1.12487 -3.53860 -0.17673
O -0.02613 -3.54923 2.10226
O -1.31926 -2.85672 -0.00284
P -0.04637 -3.22347 0.64315
Cl 6.99486 6.90261 3.56091
Cl -1.26396 -0.95146 2.38795
H -1.89475 1.76724 -3.30881
H -3.33966 1.75936 -1.35726
H 0.19556 0.31291 -3.35981
H -2.54334 0.92960 0.77908
H 0.82898 -0.84373 -1.34488
H 1.52312 -1.67494 2.12180
H 1.62622 -0.89460 0.30899

Results of the Mulliken charge analysis, in e, for atoms 1 through 2: atom 1 (C): -0.396, atom 2 (C): -0.425

=====

# 2
A single C2H2BrIO molecule at a distorted geometry. Source: the Open Molecules 2025 dataset; level of theory: the ωB97M-V functional and the def2-TZVPD basis.

Values from the calculation:
Spin multiplicity: 1
Frontier orbital gap in eV: 8.575

CARTESIAN COORDINATES (ANGSTROEM)
O 0.56215 1.93536 0.16592
C 0.46177 0.79576 0.15254
I 2.59614 -0.54710 -0.16687
C -0.54980 -0.31045 0.05267
Br -2.39248 0.21177 -0.24482
H -0.34497 -0.98934 0.88196
H -0.33280 -1.09600 -0.84140

Results of the Mulliken charge analysis, in e, for atoms 1 through 2: atom 1 (O): -0.252, atom 2 (C): 0.359

=====

# 3
A molecular structure, C3H3FeO at a distorted geometry. Source: the Open Molecules 2025 dataset; level of theory: the ωB97M-V functional and the def2-TZVPD basis.

Values from the calculation:
Net charge: +1
Spin multiplicity: 7
⟨S²⟩: 12.03
Frontier orbital gap (alpha / beta) in eV: 10.971 / 6.250

CARTESIAN COORDINATES (ANGSTROEM)
C 0.73264 -0.58310 0.01831
C 2.01337 -1.04734 -0.73469
C 1.73726 -1.05325 0.71987
H 2.69723 -0.30197 -1.16833
H 1.97559 -1.98017 -1.31738
H 2.11255 -1.35980 1.69349
O -2.32809 1.61682 0.24054
Fe -1.00188 0.35815 -0.14127

Results of the Mulliken charge analysis, in e, for atoms 1 through 2: atom 1 (C): 0.082, atom 2 (C): -0.405